{
  "formula": "C37H33HfN7O3Se4",
  "method": "ωB97M-V/def2-TZVPD",
  "charge": 1,
  "relative_energy_kcal_mol": 18.6,
  "homo_ha": [-0.32511, -0.36750],
  "molar_mass_g_mol": 1118.05,
  "multiplicity": 2,
  "e_lumo_ev": [-2.67, -3.06],
  "homo_lumo_gap_ha": [0.2269, 0.2551],
  "symbols": ["Hf", "C", "C", "O", "C", "C", "C", "N", "N", "C", "O", "C", "C", "C", "C", "C", "C", "H", "H", "H", "H", "H", "H", "H", "H", "H", "H", "H", "H", "Se", "Se", "C", "C", "C", "C", "C", "N", "C", "C", "C", "C", "C", "N", "H", "H", "H", "H", "H", "H", "H", "H", "Se", "Se", "C", "C", "C", "C", "C", "N", "C", "C", "C", "C", "C", "N", "H", "H", "H", "H", "H", "H", "H", "H", "O", "N", "C", "C", "C", "C", "C", "H", "H", "H", "H", "H"],
  "positions_angstrom": [[0.29, -0.25, -0.74], [1.50, -3.49, -3.31], [0.44, -2.60, -2.74], [0.70, -2.11, -1.56], [-0.74, -2.36, -3.38], [-1.84, -1.71, -2.75], [-3.21, -1.99, -3.30], [-1.67, -0.97, -1.68], [-2.83, -0.74, -0.94], [-2.50, -0.46, 0.27], [-1.24, -0.33, 0.63], [-3.54, -0.42, 1.33], [-3.16, -0.44, 2.66], [-4.12, -0.48, 3.66], [-5.47, -0.48, 3.33], [-5.85, -0.46, 1.99], [-4.89, -0.43, 0.99], [2.45, -2.96, -3.30], [1.62, -4.37, -2.67], [1.27, -3.81, -4.32], [-0.92, -2.83, -4.34], [-3.15, -2.03, -4.39], [-3.56, -2.96, -2.95], [-3.93, -1.24, -2.98], [-2.11, -0.42, 2.91], [-3.82, -0.50, 4.70], [-6.22, -0.51, 4.11], [-6.90, -0.46, 1.73], [-5.18, -0.43, -0.05], [0.48, 0.54, 3.27], [-0.24, 2.04, 4.87], [-1.95, 2.52, 4.09], [-3.04, 2.67, 4.95], [-4.26, 3.01, 4.40], [-4.36, 3.17, 3.02], [-3.21, 3.01, 2.27], [-2.02, 2.71, 2.79], [1.60, 1.64, 2.16], [2.45, 2.56, 2.76], [3.29, 3.32, 1.97], [3.26, 3.13, 0.60], [2.39, 2.19, 0.09], [1.56, 1.44, 0.84], [-2.93, 2.49, 6.01], [-5.13, 3.13, 5.03], [-5.29, 3.42, 2.55], [-3.24, 3.12, 1.19], [2.46, 2.67, 3.83], [3.97, 4.04, 2.42], [3.89, 3.69, -0.08], [2.34, 2.05, -0.98], [0.34, 0.66, -3.47], [2.95, 1.79, -3.38], [3.58, 0.26, -2.44], [4.86, -0.17, -2.80], [5.47, -1.21, -2.13], [4.76, -1.82, -1.10], [3.50, -1.37, -0.82], [2.89, -0.34, -1.45], [-0.37, 2.12, -2.52], [-0.83, 3.31, -3.07], [-1.28, 4.30, -2.22], [-1.28, 4.08, -0.84], [-0.82, 2.87, -0.36], [-0.37, 1.92, -1.19], [5.36, 0.33, -3.62], [6.46, -1.54, -2.40], [5.18, -2.64, -0.53], [2.92, -1.84, -0.04], [-0.82, 3.45, -4.14], [-1.63, 5.24, -2.62], [-1.62, 4.83, -0.14], [-0.82, 2.64, 0.70], [1.16, -1.38, 0.95], [0.59, -2.38, 1.63], [1.12, -2.65, 2.83], [0.58, -3.63, 3.64], [-0.51, -4.35, 3.19], [-1.02, -4.07, 1.94], [-0.46, -3.09, 1.16], [1.96, -2.04, 3.10], [1.03, -3.81, 4.60], [-0.96, -5.12, 3.81], [-1.87, -4.62, 1.54], [-0.80, -2.85, 0.17]]
}